[1]
C25H58N9O7 | the ωB97M-V functional and the def2-TZVPD basis

XYZ file:
```
99
Properties=species:S:1:pos:R:3:lowdin_charge:R:1
N 1.6102 -2.8401 0.7203 0.0771
C 0.7013 -2.5421 -0.3621 -0.3408
C -0.6330 -3.3166 -0.1749 -0.0606
C -1.5967 -2.2746 0.2630 0.0206
N -1.1047 -1.0948 0.1953 0.1375
C 0.1991 -1.0726 -0.5060 -0.0614
H 2.5299 -2.4825 0.4601 0.0566
H 1.3509 -2.3695 1.5834 0.0933
H 1.1859 -2.7995 -1.3042 0.1494
H -0.9750 -3.9264 -1.0153 0.1409
H -0.5231 -4.0075 0.6742 0.1406
H -2.5837 -2.4541 0.6795 0.1296
H -1.5631 -0.2655 0.5687 0.1753
H 0.8677 -0.2637 -0.2114 0.1295
H -0.0418 -0.9044 -1.5625 0.1097
C 4.1344 -0.6321 -1.3438 -0.3483
O 4.3291 -1.6605 -0.7170 -0.0114
N 3.8424 0.5413 -0.7810 -0.1862
C 3.5344 1.7209 -1.5704 -0.0441
C 3.8237 0.6516 0.6674 -0.0231
H 4.1613 -0.5985 -2.4451 0.1386
H 4.2476 2.5194 -1.3631 0.0956
H 2.5346 2.0925 -1.3384 0.0848
H 3.5857 1.4751 -2.6298 0.0839
H 4.8168 0.4565 1.0724 0.0977
H 3.1374 -0.0736 1.1093 0.0806
H 3.4993 1.6520 0.9295 0.0538
C -0.3447 1.0604 -4.7147 -0.3563
O 0.1447 1.3008 -5.7945 0.0372
N -1.6402 0.7273 -4.5160 -0.1953
C -2.1667 0.4421 -3.2023 -0.0701
C -2.5268 0.6633 -5.6661 -0.0437
H 0.2390 1.0925 -3.7750 0.1253
H -2.5621 -0.5775 -3.1591 0.0906
H -2.9655 1.1366 -2.9353 0.0968
H -1.3665 0.5456 -2.4705 0.0522
H -2.1653 -0.0648 -6.3930 0.0951
H -2.5847 1.6342 -6.1590 0.1018
H -3.5179 0.3761 -5.3223 0.0680
C -6.5053 0.2621 -6.8810 -0.3609
O -7.5654 0.3991 -6.3064 0.0191
N -6.3171 0.4064 -8.2071 -0.1965
C -5.0148 0.2269 -8.8136 -0.0529
C -7.4602 0.7483 -9.0377 -0.0361
H -5.5749 -0.0049 -6.3480 0.1123
H -4.6860 1.1387 -9.3155 0.0933
H -5.0314 -0.5871 -9.5407 0.0924
H -4.2974 -0.0211 -8.0329 0.0639
H -7.8918 1.6986 -8.7238 0.0941
H -8.2345 -0.0146 -8.9572 0.0943
H -7.1338 0.8240 -10.0722 0.0867
C 2.6859 4.3254 2.3810 -0.3550
O 2.3191 3.3147 1.8126 -0.0130
N 3.0274 4.4217 3.6672 -0.1853
C 3.3898 5.6995 4.2529 -0.0531
C 3.0546 3.2374 4.5187 -0.0162
H 2.7730 5.2874 1.8487 0.1345
H 4.4096 5.6725 4.6403 0.0931
H 2.7140 5.9530 5.0715 0.0909
H 3.3266 6.4806 3.4983 0.0829
H 3.7928 2.5216 4.1559 0.1011
H 2.0886 2.7400 4.5320 0.0508
H 3.3218 3.5479 5.5255 0.0922
C -0.0655 1.6413 5.2902 -0.3611
O 0.7044 0.8382 4.8034 0.0095
N -1.3877 1.6373 5.0495 -0.1887
C -2.3083 2.6159 5.5914 -0.0467
C -1.8518 0.5647 4.1885 -0.0480
H 0.2619 2.4426 5.9718 0.1368
H -3.0649 2.1356 6.2144 0.0901
H -2.8082 3.1630 4.7905 0.0906
H -1.7574 3.3261 6.2049 0.0862
H -1.6329 -0.4006 4.6499 0.0998
H -1.3187 0.6223 3.2353 0.0819
H -2.9158 0.6471 3.9898 0.0624
C -4.8406 -1.0789 3.0017 -0.3430
O -4.0204 -0.8864 2.1123 -0.0292
N -5.2899 -2.2850 3.3795 -0.1851
C -6.2491 -2.4481 4.4568 -0.0401
C -4.8160 -3.4591 2.6718 -0.0395
H -5.2767 -0.2578 3.5925 0.1387
H -5.8326 -3.0638 5.2550 0.0962
H -7.1637 -2.9173 4.0926 0.0967
H -6.5012 -1.4721 4.8665 0.0876
H -3.7322 -3.5507 2.7683 0.0859
H -5.0580 -3.3957 1.6107 0.0931
H -5.2855 -4.3426 3.0959 0.0934
C 7.9294 -2.5200 2.8035 -0.3578
O 6.8544 -2.2755 3.3183 0.0058
N 8.1182 -2.6737 1.4781 -0.1982
C 9.4189 -2.9486 0.9092 -0.0618
C 6.9605 -2.5514 0.6077 -0.0521
H 8.8561 -2.6334 3.3908 0.1318
H 9.7167 -2.1593 0.2157 0.0885
H 9.4182 -3.8993 0.3721 0.0893
H 10.1581 -3.0038 1.7065 0.0819
H 6.4972 -1.5736 0.7252 0.0694
H 6.2093 -3.3001 0.8573 0.0939
H 7.2699 -2.6826 -0.4264 0.0882
```

Summary:
- max |F| (eV Å⁻¹) = 0.74
- charge = +1
- gap between HOMO and LUMO (eV) = 6.89


[2]
C25H58NO5P | the ωB97M-V functional and the def2-TZVPD basis

XYZ file:
```
90
Properties=species:S:1:pos:R:3:lowdin_charge:R:1
C 8.2850 2.7257 -2.1127 -0.0851
C 6.7192 2.8220 -1.7264 -0.3203
O 5.9586 3.6671 -2.6197 -0.2623
P 4.3837 3.9711 -1.9826 0.7143
O 4.5614 4.5812 -0.5889 -0.3279
C 3.5646 2.2629 -1.7161 -0.1496
C 2.1171 2.1398 -2.3954 -0.1772
O 1.2725 1.3663 -1.4527 -0.0953
C 0.0848 2.1565 -1.2960 -0.4596
N -0.8784 2.3719 -2.4013 0.0996
O -0.1866 2.6762 -0.1850 0.0742
O 3.4065 4.8628 -3.0372 -0.2651
C 3.6886 6.2918 -2.9820 -0.2731
C 2.9979 7.0535 -1.7428 -0.0947
H 8.8924 2.3501 -1.2086 0.0871
H 8.6359 3.7527 -2.4533 0.0817
H 8.3776 1.9367 -2.9303 0.0741
H 6.3348 1.7369 -1.7224 0.1087
H 6.6919 3.1643 -0.6272 0.1219
H 4.2454 1.4846 -2.2214 0.0946
H 3.4919 2.0842 -0.5896 0.1230
H 1.5830 3.1274 -2.5690 0.1156
H 2.2422 1.5138 -3.3495 0.1409
H -1.0000 3.3876 -2.5823 0.0998
H -1.7863 2.0404 -2.0032 0.0677
H 3.2170 6.7402 -3.9353 0.1244
H 4.8133 6.5239 -3.0792 0.1269
H 2.6898 6.2877 -0.9411 0.0775
H 2.0984 7.6876 -2.0300 0.0709
H 3.7955 7.7526 -1.2899 0.0875
C 2.5490 -5.5841 -0.0560 -0.1142
C 1.2766 -4.7661 0.1158 -0.2721
C 1.1376 -3.6410 -0.9109 -0.2251
C 2.2298 -2.5682 -0.8563 -0.2245
C 2.3788 -1.8587 0.4902 -0.2590
C 1.1340 -1.0856 0.9018 -0.1033
H 3.4441 -4.9742 0.0881 0.0655
H 2.5795 -6.3935 0.6782 0.0696
H 2.5928 -6.0309 -1.0531 0.0748
H 1.2319 -4.3644 1.1335 0.0910
H 0.4160 -5.4361 0.0135 0.1049
H 0.1575 -3.1697 -0.7849 0.0991
H 1.1331 -4.0771 -1.9167 0.1091
H 2.0180 -1.8207 -1.6299 0.1045
H 3.1930 -3.0141 -1.1269 0.1002
H 3.2178 -1.1574 0.4216 0.1022
H 2.6428 -2.5756 1.2744 0.0978
H 0.8785 -0.3328 0.1523 0.0525
H 1.3095 -0.5694 1.8503 0.0744
H 0.2738 -1.7457 1.0365 0.0599
C -4.1808 -1.9315 5.3502 -0.1160
C -2.8518 -1.4647 5.9277 -0.2735
C -1.9252 -0.8393 4.8839 -0.2250
C -1.4840 -1.7775 3.7561 -0.2278
C -0.7660 -3.0500 4.2080 -0.2654
C 0.5416 -2.7751 4.9382 -0.1079
H -4.0433 -2.7182 4.6043 0.0650
H -4.8159 -2.3358 6.1429 0.0689
H -4.7145 -1.1006 4.8808 0.0744
H -2.3548 -2.3011 6.4300 0.0984
H -3.0529 -0.7181 6.7036 0.1042
H -1.0417 -0.4405 5.3926 0.1017
H -2.4283 0.0253 4.4356 0.1099
H -0.8249 -1.2193 3.0820 0.0874
H -2.3554 -2.0607 3.1560 0.1008
H -0.5492 -3.6585 3.3230 0.0959
H -1.4211 -3.6552 4.8424 0.0991
H 1.2296 -2.2086 4.3046 0.0687
H 1.0292 -3.7175 5.2041 0.0705
H 0.3795 -2.2133 5.8606 0.0667
C -7.2872 -0.1428 -3.5724 -0.1153
C -6.4133 -1.1611 -2.8531 -0.2736
C -6.3344 -0.9311 -1.3431 -0.2284
C -5.7087 0.4006 -0.9169 -0.2259
C -4.2889 0.6467 -1.4288 -0.2777
C -3.2809 -0.3724 -0.9152 -0.1035
H -6.8915 0.8710 -3.4734 0.0651
H -7.3371 -0.3748 -4.6395 0.0697
H -8.3062 -0.1554 -3.1761 0.0754
H -5.4111 -1.1625 -3.2940 0.0987
H -6.8263 -2.1601 -3.0298 0.1048
H -5.7763 -1.7571 -0.8909 0.1006
H -7.3450 -0.9868 -0.9225 0.1099
H -5.7035 0.4444 0.1783 0.1108
H -6.3485 1.2260 -1.2461 0.1013
H -3.9715 1.6447 -1.1047 0.0998
H -4.2726 0.6607 -2.5234 0.1011
H -3.2482 -0.3715 0.1776 0.0784
H -2.2793 -0.1269 -1.2813 0.0556
H -3.5191 -1.3832 -1.2527 0.0701
```

Summary:
- max |F| (eV Å⁻¹) = 4.61
- SMILES string = CCOP(=O)(CCOC(N)=O)OCC.CCCCCC.CCCCCC.CCCCCC
- charge = 0
- gap between HOMO and LUMO (eV) = 10.63


[3]
C25H59BrN7ORuSi2 | the ωB97M-V functional and the def2-TZVPD basis

XYZ file:
```
96
Properties=species:S:1:pos:R:3:mulliken_spin:R:1
Ru -2.0347 0.1421 0.3125 3.9003
N -1.9684 -2.2199 0.6251 0.1553
C -1.6588 -2.5828 2.0142 -0.0079
C -2.7263 -1.9695 2.8981 0.0091
N -2.8277 -0.5103 2.6705 0.0503
C -4.2252 -0.0581 2.7891 0.0150
C -5.0548 -0.4599 1.5801 -0.0028
N -4.4248 0.0576 0.3536 0.1529
C -1.9444 0.1974 3.6222 -0.0134
C -1.6498 1.6177 3.2012 0.0254
N -1.0772 1.6118 1.8374 0.0585
H -2.8363 -2.6484 0.3134 -0.0050
H -1.2547 -2.5251 -0.0313 -0.0138
H -0.6742 -2.1709 2.2495 0.0010
H -1.6057 -3.6623 2.1670 0.0043
H -2.5321 -2.1767 3.9544 0.0007
H -3.6853 -2.4343 2.6685 0.0006
H -4.2295 1.0317 2.8599 -0.0087
H -4.6810 -0.4350 3.7118 0.0031
H -6.0754 -0.0926 1.7018 0.0033
H -5.1295 -1.5431 1.4886 -0.0012
H -4.7231 1.0057 0.1444 -0.0121
H -4.6708 -0.4894 -0.4658 -0.0002
H -0.9985 -0.3510 3.6553 -0.0053
H -2.3620 0.1715 4.6348 0.0036
H -0.9637 2.0776 3.9143 0.0028
H -2.5482 2.2350 3.1907 -0.0047
H -0.1016 1.3128 1.8713 -0.0106
H -1.0595 2.5536 1.4541 0.0029
C -3.9520 -0.6584 -3.7288 0.0120
Si -2.1905 -0.8231 -3.1617 0.0096
C -1.5309 -2.5686 -3.1861 0.0174
C -1.0250 0.2927 -4.0971 0.0106
O -2.1590 -0.3959 -1.5439 0.4089
H -4.0203 -0.8682 -4.8002 -0.0001
H -4.3476 0.3489 -3.5881 0.0012
H -4.6290 -1.3647 -3.2426 0.0011
H -1.5008 -2.9423 -4.2138 0.0000
H -2.1643 -3.2640 -2.6286 0.0010
H -0.5138 -2.6360 -2.7949 -0.0020
H -0.8179 -0.1729 -5.0652 -0.0004
H -0.0646 0.4252 -3.5940 -0.0017
H -1.4520 1.2744 -4.3113 -0.0002
C 2.4483 -3.0884 -1.2579 0.0009
C 3.3601 -2.4381 -0.2085 0.0105
C 4.8239 -2.7249 -0.6066 0.0034
C 3.0857 -3.1447 1.1264 0.0011
Si 3.1206 -0.5457 -0.0446 0.0221
Br 0.6931 -0.3621 0.0548 0.0969
C 3.5126 0.4883 -1.6107 0.0139
C 5.0279 0.7787 -1.6586 0.0018
C 3.1316 -0.2887 -2.8794 0.0002
C 2.7703 1.8306 -1.6786 0.0050
C 3.6345 0.2151 1.6332 0.0103
C 3.4592 1.7391 1.6315 0.0017
C 2.8353 -0.3313 2.8248 0.0018
C 5.1282 -0.0887 1.8804 0.0010
H 2.6397 -4.1644 -1.2554 0.0000
H 2.6288 -2.7304 -2.2689 -0.0004
H 1.3873 -2.9496 -1.0331 -0.0008
H 4.9748 -3.8075 -0.6276 0.0008
H 5.5462 -2.3188 0.1022 -0.0002
H 5.0692 -2.3528 -1.5989 0.0000
H 3.1977 -4.2221 0.9814 0.0002
H 2.0676 -2.9698 1.4863 0.0001
H 3.7800 -2.8559 1.9128 0.0001
H 5.6411 -0.1206 -1.6086 -0.0004
H 5.3467 1.4568 -0.8685 0.0001
H 5.2606 1.2676 -2.6085 0.0007
H 3.7165 -1.1948 -3.0172 0.0002
H 3.3210 0.3484 -3.7475 0.0000
H 2.0717 -0.5569 -2.8951 0.0000
H 2.9928 2.4951 -0.8478 -0.0005
H 1.6858 1.7014 -1.7392 -0.0046
H 3.0842 2.3414 -2.5927 -0.0001
H 2.4294 2.0414 1.4176 -0.0007
H 4.1097 2.2387 0.9176 -0.0001
H 3.7173 2.1228 2.6221 0.0003
H 1.7625 -0.1129 2.7451 -0.0011
H 3.1956 0.1571 3.7341 0.0001
H 2.9460 -1.4043 2.9670 -0.0001
H 5.7732 0.2611 1.0740 -0.0001
H 5.3150 -1.1495 2.0356 0.0000
H 5.4464 0.4286 2.7896 0.0001
N -4.0655 5.6869 0.3084 0.0011
C -3.3885 4.7104 -0.3311 0.0063
C -3.3677 3.3792 0.1311 0.0011
N -2.7106 2.4327 -0.5289 0.0745
C -2.0389 2.7747 -1.6294 -0.0037
C -2.0295 4.1005 -2.0474 0.0053
N -2.6888 5.0547 -1.4172 -0.0007
H -4.7565 5.4721 1.0043 0.0000
H -4.1252 6.5835 -0.1466 0.0002
H -3.9057 3.0932 1.0305 -0.0073
H -1.5049 2.0001 -2.1609 -0.0023
H -1.4651 4.3901 -2.9257 0.0004
```

Summary:
- max |F| (eV Å⁻¹) = 0.94
- charge = +2
- multiplicity = 6
- ΔE to the lowest compared entry with this formula, charge and spin (kJ/mol) = 35.7
- gap between HOMO and LUMO (alpha / beta) (eV) = 8.97 / 6.81
- expectation value of S² = 8.760